## A
11
Properties=species:S:1:pos:R:3 method="wB97M-V/def2-TZVPD" lumo_ev=0.17 smiles="OP(Br)Br.C=C" e_homo_ha=-0.360
O -2.1307 -0.3796 1.0319
P -2.9586 -0.1056 -0.4306
Br -4.9462 -0.8550 0.2435
Br -3.1977 2.0635 -0.2408
H -1.1857 -0.1937 0.7266
C 1.4325 -0.9836 -1.1050
C 1.1185 -0.1386 -0.0788
H 0.8927 -1.0736 -2.0110
H 2.1113 -1.8517 -0.9708
H 1.6868 0.0109 0.7531
H 0.2691 0.6486 -0.2850

=====

## B
11
Properties=species:S:1:pos:R:3 method="wB97M-V/def2-TZVPD" lumo_ev=0.51 e_homo_ha=-0.375
C 1.5890 0.6810 0.1294
C -0.8458 -1.1470 -0.4650
O -0.7181 0.1449 1.8781
P -0.4063 0.3282 0.4594
Br -2.7019 -1.4507 -0.3294
Br -1.4526 2.0155 -0.3948
H 1.9100 0.3999 1.0600
H 1.8871 0.3024 -0.7801
H 1.4165 1.6814 0.0242
H -0.1837 -1.9688 -0.0361
H -0.4942 -0.9868 -1.5458

=====

Stability, descending: B, A

=====

## A
9
Properties=species:S:1:pos:R:3 method="wB97M-V/def2-TZVPD" lumo_ev=-0.49 e_homo_ha=-0.393
N 0.2755 -1.4969 0.0199
N 0.5974 1.1889 -0.0749
O -1.7484 0.1914 -0.4451
P -0.5178 -0.0716 0.2511
H -0.5343 -1.3813 -1.4265
H 1.1737 -1.3177 -0.2772
H 0.1531 2.0150 -0.2705
H 1.2404 1.0412 0.6781
H -0.6395 -0.1689 1.5452

=====

## B
9
Properties=species:S:1:pos:R:3 method="wB97M-V/def2-TZVPD" lumo_ev=0.96 smiles=NOPN e_homo_ha=-0.321
N 0.2517 1.5671 -0.7151
O -0.1249 1.0209 0.5539
P -1.0189 -0.3449 0.3194
N 0.2109 -1.9496 0.1912
H 1.1679 1.9277 -0.8163
H -0.3321 2.4063 -0.6920
H -1.1800 -0.5843 1.6525
H -0.1282 -2.4805 -0.5862
H 1.1535 -1.5628 0.0926

=====

Stability, descending: A, B

=====

## A
20
Properties=species:S:1:pos:R:3 method="wB97M-V/def2-TZVPD" lumo_ev=-0.07 e_homo_ha=-0.302
C -1.0893 2.6206 -0.6598
C -0.2384 0.8408 0.3374
C 0.7501 -2.3019 1.7728
C 0.0109 -0.1461 1.1539
C 0.1081 -1.5481 0.9488
C -3.4060 0.9127 1.9219
C -0.6594 1.8276 -1.9783
N -0.8567 1.9816 0.4082
N -0.0533 0.5321 -1.7317
O -3.8225 0.9357 0.8562
O -3.1103 0.7409 3.0132
O 1.3763 0.5246 -1.8722
H -1.5903 3.5111 -0.7904
H 1.0032 -3.3861 1.5630
H 0.9662 -2.0214 2.7142
H -0.0089 0.3121 2.1609
H -0.2719 -1.8913 -0.0020
H -1.7737 1.5938 -2.2798
H -0.1495 2.5606 -2.7382
H 1.5495 -0.3053 -2.2597

=====

## B
20
Properties=species:S:1:pos:R:3 method="wB97M-V/def2-TZVPD" lumo_ev="-1.46 / -0.71" e_homo_ha="-0.286 / -0.301"
C -0.9934 1.3590 -2.1812
C -0.1270 -0.0860 -0.5726
C 2.6944 -1.4905 1.5809
C 0.9968 -0.7522 -0.1107
C 1.4634 -0.9802 1.1462
C -3.0729 2.6423 2.1680
C -1.4601 2.3351 -1.2991
N -0.1754 0.4397 -1.8432
N -1.3158 0.1503 -0.0795
O -2.2305 2.1774 2.7731
O -3.9507 3.0938 1.6094
O -1.7543 -0.3197 1.1333
H -1.3971 1.2270 -3.2016
H 2.6401 -1.6562 2.7138
H 3.5082 -1.8981 0.9990
H 1.6301 -1.2045 -0.9359
H 0.7496 -0.7882 1.9149
H -0.7007 2.6966 -0.6452
H -2.1593 3.1124 -1.6284
H -1.0046 -0.2214 1.8046

=====

## C
20
Properties=species:S:1:pos:R:3 method="wB97M-V/def2-TZVPD" lumo_ev=0.10 smiles="NC(=O)c1ccccc1.O=NO" e_homo_ha=-0.362
N -2.1345 -0.5225 0.7390
C -1.3277 0.4126 0.1406
O -1.6167 1.6023 0.1587
C -0.1079 -0.2023 -0.5073
C 0.5483 -1.2823 0.0801
C 1.7418 -1.6530 -0.5543
C 2.2118 -1.0685 -1.7005
C 1.4386 -0.0481 -2.3072
C 0.2896 0.3791 -1.6921
H -1.8209 -1.4165 0.5259
H -2.5601 -0.2840 1.6279
H 0.3480 -1.6283 1.0284
H 2.3202 -2.3446 -0.1359
H 3.1354 -1.3335 -2.0722
H 1.5896 0.3757 -3.3514
H -0.3358 1.1823 -2.2376
O -0.4554 1.3715 3.8948
N -0.7528 1.3864 2.7508
O -1.1299 2.6936 2.2811
H -1.3815 2.3801 1.3313

=====

Stability, descending: C, A, B

=====

## A
17
Properties=species:S:1:pos:R:3 method="wB97M-V/def2-TZVPD" lumo_ev=-8.78 e_homo_ha=-0.621 total_charge=+2
C 0.9766 -1.0081 -0.0177
C 2.5955 0.2664 1.1328
N -2.1719 -0.0963 -0.3077
N 1.9076 -0.1441 -0.0856
N -3.5453 0.0045 0.1115
N 2.1760 0.5856 -1.2264
S 0.0815 -2.2437 0.1244
H 2.3061 -0.3688 1.9676
H 3.6734 0.1758 0.9811
H 2.3525 1.3046 1.3674
H -2.1182 -0.5627 -1.2131
H -4.1736 0.5616 -0.5047
H -3.5753 0.4263 1.0588
H -3.9447 -0.9482 0.1984
H 2.9874 1.1848 -1.1061
H 2.2455 0.0274 -2.0711
H -1.7730 0.8349 -0.4097

=====

## B
17
Properties=species:S:1:pos:R:3 method="wB97M-V/def2-TZVPD" lumo_ev="-10.07 / -10.07" e_homo_ha="-0.690 / -0.690" total_charge=+2
C -0.5370 0.5088 -0.9506
C 1.1463 -1.4542 -0.5246
N -1.7338 0.7291 -0.5404
N 0.9453 -0.1129 0.1153
N -2.1439 0.8311 0.7150
N 0.3593 -0.3173 1.3734
S 2.1487 1.1689 0.0570
H -0.0393 0.7203 -1.9372
H 1.4773 -1.2531 -1.4662
H 1.9165 -1.9374 0.1934
H 0.2971 -2.0987 -0.6366
H -2.4713 0.8513 -1.1818
H -1.4882 0.9342 1.4724
H -3.0430 0.4237 0.9104
H 0.3826 0.6120 1.7585
H 0.8026 -1.0492 1.9255
H 1.9809 1.4434 -1.2835

=====

Stability, descending: A, B

=====

## A
17
Properties=species:S:1:pos:R:3 method="wB97M-V/def2-TZVPD" lumo_ev="-5.11 / -5.08" e_homo_ha="-0.452 / -0.452" total_charge=+1
C -0.4752 -1.2169 -0.8068
C 2.0944 0.1512 -0.3196
C 3.0249 0.3912 0.7379
C -2.7393 0.2437 -0.1762
N -1.5187 -0.7020 0.1205
O 2.4944 -0.0382 -1.5251
O -3.6072 0.3616 0.8275
H -0.6659 -0.7519 -1.7630
H 3.0422 -0.1213 1.5951
H 4.1051 0.2544 0.4441
H 2.7839 1.3613 1.1781
H -2.3554 1.3034 -0.4862
H -3.2662 -0.2287 -1.0016
H -1.9958 -1.5859 0.5500
H -1.0413 -0.4437 1.0027
H 3.4472 -0.0498 -1.8240
H -3.3272 1.0715 1.4466

=====

## B
17
Properties=species:S:1:pos:R:3 method="wB97M-V/def2-TZVPD" lumo_ev=-2.67 e_homo_ha=-0.549 total_charge=+1
C -1.1950 -1.4125 0.4206
C -0.9746 -0.8669 -0.8978
C -1.8513 1.2053 0.3190
C 2.8665 0.6196 -0.2061
N -1.0161 0.0685 0.1826
O 3.9874 -0.0142 -0.1207
O 1.7940 0.1926 0.0973
H -2.3085 -1.6322 0.6302
H -0.3649 -1.8817 0.9923
H -1.7125 -0.9557 -1.7492
H -1.3444 2.0664 -0.2132
H -2.8173 0.9657 -0.1090
H -1.9789 1.5914 1.3978
H 0.0973 -0.9619 -1.1537
H 2.9084 1.6542 -0.3806
H 4.0588 -0.8731 0.2072
H -0.1488 0.2345 0.5834

=====

Stability, descending: B, A

=====

## A
14
Properties=species:S:1:pos:R:3 method="wB97M-V/def2-TZVPD" lumo_ev=-3.95 e_homo_ha=-0.481 total_charge=+1
C 1.1699 -0.1185 1.1335
C 2.1246 -0.2073 2.1096
C 2.9708 0.9178 0.5137
C -2.5052 -0.4278 -1.6772
N 1.7968 0.6070 0.1222
N -1.8473 0.0116 -0.6976
O 3.2394 0.3936 1.6828
H 0.2385 -0.6191 0.8803
H 2.1090 -0.6567 3.1097
H 3.7623 1.4307 -0.0958
H -2.0056 -0.4675 -2.7257
H 1.5452 0.7878 -0.8891
H -3.6813 -0.6652 -1.6183
H -2.1904 0.0796 0.1996

=====

## B
14
Properties=species:S:1:pos:R:3 method="wB97M-V/def2-TZVPD" lumo_ev=-5.25 smiles="C[C@H](CC=O)[N+]#N" e_homo_ha=-0.565 total_charge=+1
C 1.1267 -1.3980 0.3210
C 0.3169 -0.3832 -0.5114
C 0.3122 1.1068 0.0676
C -1.1165 1.6331 0.1444
O -2.0254 0.8584 0.2459
N -1.2531 -0.8199 -0.4215
N -1.8900 -1.7034 -0.3299
H 1.2411 -1.3092 1.3165
H 2.0915 -1.2878 -0.0443
H 0.6108 -2.2794 0.0442
H 0.3714 -0.2378 -1.6212
H 0.8105 1.8837 -0.4325
H 0.5854 1.2515 1.0383
H -1.1815 2.6851 0.1829

=====

## C
14
Properties=species:S:1:pos:R:3 method="wB97M-V/def2-TZVPD" lumo_ev=-3.71 smiles=OC[n+]1ccc[nH]1 e_homo_ha=-0.552 total_charge=+1
O 0.5380 2.1135 0.5989
C -0.6061 1.4140 0.5569
N -0.2063 0.1124 0.0021
C -0.2844 -0.2973 -1.2372
C 0.2579 -1.5846 -1.2181
C 0.7223 -1.8113 0.0481
N 0.4863 -0.7368 0.7615
H 0.2845 3.0066 0.8960
H -1.2552 1.9763 -0.0822
H -1.2697 1.2776 1.5064
H -0.9369 0.0461 -2.1109
H 0.3869 -2.3970 -1.9074
H 1.2853 -2.5882 0.4409
H 0.5974 -0.5313 1.7449

=====

## D
14
Properties=species:S:1:pos:R:3 method="wB97M-V/def2-TZVPD" lumo_ev=-6.41 e_homo_ha=-0.555 total_charge=+1
C 0.2545 -1.4771 -0.6285
C -0.2425 -0.7801 -1.7827
C -0.3373 -0.8665 0.3446
C -1.4836 1.2232 0.6992
N -1.0312 0.2495 -1.4605
N -1.0503 0.3045 -0.1183
O 1.7786 0.8522 0.7615
H 0.9420 -2.4624 -0.6319
H 0.1258 -0.9074 -2.7713
H -0.2544 -1.0133 1.4101
H -1.2332 1.0026 1.7098
H -2.1362 2.1005 0.4492
H 2.4547 1.6382 0.9364
H 2.2131 0.1361 1.0825

=====

Stability, descending: C, A, D, B

=====

## A
10
Properties=species:S:1:pos:R:3 method="wB97M-V/def2-TZVPD" lumo_ev=0.84 smiles="C=O.NSO" e_homo_ha=-0.315
C 2.8326 0.0677 0.4934
O 2.0257 -0.7695 0.7133
H 2.5410 1.1286 0.6339
H 3.9243 -0.2584 0.3846
N -2.0116 -0.2238 0.7725
S -0.8369 0.0803 -0.3078
O -1.3058 -0.9586 -1.6110
H -1.8966 -0.9389 1.4179
H -2.9049 0.2525 0.6907
H -0.6349 -1.6759 -1.6122

=====

## B
10
Properties=species:S:1:pos:R:3 method="wB97M-V/def2-TZVPD" lumo_ev="-0.90 / 0.08" e_homo_ha="-0.323 / -0.313"
C 1.3457 1.1898 -0.3897
N -2.2724 0.1960 -0.8819
O -1.2005 -1.7094 0.1409
O -1.1628 -0.2753 -0.4869
S -3.4970 0.3414 0.1538
H 2.1842 0.6409 0.0582
H 1.0870 1.0323 -1.4206
H 0.7532 1.9323 0.1605
H -0.2459 -1.7628 0.3482
H -2.8856 -0.4733 1.1674

=====

Stability, descending: A, B

=====

## A
22
Properties=species:S:1:pos:R:3 method="wB97M-V/def2-TZVPD" lumo_ev=-2.74 e_homo_ha=-0.468 total_charge=+1
C -0.4609 0.4743 1.9496
C 1.0258 0.2709 1.7648
C 1.5066 -0.1723 0.3967
N 1.6103 -1.8053 -1.9504
C 0.5688 -1.0790 -1.5499
N 0.3701 -0.2977 -0.5375
N -1.0857 1.4341 0.9491
H -0.5601 0.9407 2.9192
H -1.0074 -0.4586 1.8209
H 1.6152 1.0769 2.2309
H 1.3201 -0.4741 2.5542
H 2.2216 0.5899 0.0450
H 2.1487 -1.0306 0.3670
H 2.5094 -1.7784 -1.4961
H 1.6169 -2.2733 -2.8369
H -0.2522 -0.9919 -2.2644
H -0.9195 2.4124 1.1636
H -2.0650 1.1425 0.9401
H -0.8240 1.2134 -0.0295
H -3.7069 0.7959 -2.2521
H -2.7346 -0.4311 -2.2763
O -2.8973 0.4411 -1.9079

=====

## B
22
Properties=species:S:1:pos:R:3 method="wB97M-V/def2-TZVPD" lumo_ev=-2.69 e_homo_ha=-0.526 total_charge=+1
C 1.4703 -1.7158 1.6661
C 1.3554 -0.2106 1.7055
N 0.7059 0.3281 0.4672
C 0.7066 1.8157 0.3915
H 2.0193 -2.0507 0.7899
H 2.0165 -2.0477 2.5480
H 0.4963 -2.1953 1.6822
H 0.7409 0.1426 2.5307
H 2.3161 0.2919 1.8177
H -0.2641 -0.0178 0.4085
H 1.1396 -0.0392 -0.3841
H 0.2330 2.2162 1.2851
H 0.1734 2.1159 -0.4967
H 1.7378 2.1503 0.3367
N -2.1011 0.8155 -2.5560
C -1.3296 -0.0908 -1.8987
N -1.9137 -0.7020 -0.7708
O -0.1518 -0.2811 -2.1484
H -1.7672 1.0690 -3.4753
H -3.1055 0.7510 -2.4745
H -2.9228 -0.7025 -0.7535
H -1.5552 -1.6425 -0.6710

=====

Stability, descending: B, A

=====

## A
12
Properties=species:S:1:pos:R:3 method="wB97M-V/def2-TZVPD" lumo_ev=0.92 smiles="C/C=C(/F)CCl" e_homo_ha=-0.341
C -1.1313 0.0055 -1.2996
C 0.2873 -0.3075 -0.8517
C 0.7960 -0.4639 0.3779
F 2.0993 -0.8440 0.4545
C 0.2698 0.1359 1.7019
Cl 1.3801 1.4729 1.9033
H -1.1531 -0.5106 -2.2216
H -1.9858 -0.1186 -0.6545
H -1.2164 1.1181 -1.5344
H 0.8514 -0.2570 -1.8160
H 0.5729 -0.5833 2.4419
H -0.7701 0.3526 1.4982

=====

## B
12
Properties=species:S:1:pos:R:3 method="wB97M-V/def2-TZVPD" lumo_ev=0.87 smiles="C[C@H](F)/C=C/Cl" e_homo_ha=-0.349
C -0.3081 -0.0773 -1.4965
C -0.6062 0.5824 -0.1638
F -0.5605 2.0488 -0.3035
C 0.2337 0.3430 1.0713
C 0.6566 -0.9111 1.3894
Cl 1.6277 -0.9543 2.8088
H -0.5230 -1.1400 -1.7228
H -0.7312 0.5784 -2.1604
H 0.7705 -0.0986 -1.7197
H -1.6819 0.3036 -0.1595
H 0.6634 1.2082 1.4974
H 0.4589 -1.8831 0.9592

=====

Stability, descending: B, A

=====

## A
10
Properties=species:S:1:pos:R:3 method="wB97M-V/def2-TZVPD" lumo_ev=0.55 smiles="O=CO.O=CO" e_homo_ha=-0.398
O -2.6346 -1.3796 0.7011
C -2.7602 -1.9464 1.7983
O -2.7325 -3.2973 1.9216
H -3.0171 -1.4864 2.7730
H -2.6316 -3.5652 2.8756
O 2.9275 1.7171 -0.4925
C 2.9173 2.1259 -1.6602
O 1.9106 2.7846 -2.3298
H 3.6937 1.9153 -2.4220
H 2.3270 3.1322 -3.1651

=====

## B
10
Properties=species:S:1:pos:R:3 method="wB97M-V/def2-TZVPD" lumo_ev="-1.49 / -1.54" e_homo_ha="-0.385 / -0.386"
C 0.0566 0.2568 -0.1186
C 1.2793 1.0244 0.5610
O -0.5215 0.6544 -1.0849
O -1.6656 -1.9388 -0.8671
O -0.1558 -0.7354 0.7172
O -1.7278 -1.4636 0.3869
H 2.1710 0.8854 -0.0680
H 1.4067 0.3776 1.4267
H 0.9206 2.1339 0.6254
H -1.7635 -1.1947 -1.5786

=====

Stability, descending: A, B

=====

## A
41
Properties=species:S:1:pos:R:3 method="wB97M-V/def2-TZVPD" lumo_ev="-1.27 / -5.28" spin_multiplicity=2 e_homo_ha="-0.413 / -0.413" s2=0.754
O -0.9468 0.2248 1.3549
H -2.2632 -0.8457 1.5044
O 5.1968 -0.0471 -0.0442
H -0.1897 -0.3723 1.2527
H -1.9580 -0.5928 -3.8066
O 1.8033 2.6592 1.8095
H -1.2234 -1.2492 -2.6036
H -0.3875 1.4558 0.6072
O -0.0997 2.0158 -0.1802
H 4.2923 2.6695 -0.7354
H 0.4956 1.4563 -0.6800
O 3.5353 2.6378 -1.3290
H 0.9824 3.9927 -2.8628
H 5.0546 0.5247 -0.8119
O 2.5972 -2.4653 -0.2390
H -2.7984 -1.7213 0.3590
H 0.8530 -4.1490 0.8576
O 1.6610 3.5245 -3.3477
H -0.6940 -3.3193 -1.6766
H 1.9611 -1.9108 -0.7010
O -1.4419 -1.3474 -3.5305
H 0.8963 2.7698 1.4552
H -4.5564 0.3447 -0.2893
O -0.8791 -3.7450 -2.5053
H -1.0326 -3.1659 -3.2693
H 1.5483 3.0937 2.6290
O -1.1890 2.6031 2.9186
H -0.4077 2.0652 3.0736
H -1.3410 2.4481 1.9810
O 1.0627 -4.1078 1.7923
H 2.2620 3.0694 -2.7467
H -3.1970 1.1521 -0.2446
O -2.4832 -1.7745 1.2689
H -3.9119 -1.5423 2.1011
H 0.3720 -3.6753 2.2977
O -3.6306 0.3583 -0.5477
H 2.8355 2.2048 -0.8282
H 2.1139 -2.8543 0.5055
O -4.6204 -1.3469 2.7672
H 4.4433 -0.6332 -0.2226
H -4.7150 -0.4049 2.6669

=====

## B
41
Properties=species:S:1:pos:R:3 method="wB97M-V/def2-TZVPD" lumo_ev="-0.92 / -6.10" spin_multiplicity=2 e_homo_ha="-0.408 / -0.407" s2=0.755
O 1.3391 3.9634 -2.7467
H 0.7967 3.2649 -2.2890
O -1.0734 0.5346 -1.0630
H 2.0922 0.3432 -2.5578
H -2.3355 3.2166 0.1188
O -3.8080 -0.5449 2.0520
H -2.7755 3.0858 1.5791
H 3.8211 -1.3409 2.1957
O 4.3106 -1.1394 1.3872
H -1.5884 2.1534 2.0145
H 3.7008 -0.9817 0.6797
O -0.0635 -1.6625 0.0168
H -1.0174 -2.1903 -2.8125
H -0.4639 -0.9537 -0.5285
O -2.5786 2.9340 -2.0512
H -1.9658 2.2418 -1.7747
H -3.3017 2.7826 -1.4294
O 2.4116 -0.5294 -2.8008
H 1.9639 -1.6174 2.9604
H 1.9326 -0.6601 -3.6264
O -2.9019 2.7095 0.7115
H -2.8870 -0.8019 2.0268
H 0.8438 -1.3389 -0.0587
O 0.1420 2.5331 -1.1028
H 0.8442 1.9589 -0.7632
H -3.9163 0.3305 1.6719
O -0.0088 -1.3700 3.1887
H -0.1069 -2.2989 3.0043
H -0.3102 -0.7852 2.4895
O 2.0992 -4.0532 0.0927
H 2.7760 -4.4860 0.6306
H 2.3724 -3.1567 0.3170
O -1.5911 -2.8618 -3.1996
H -1.0564 -3.6463 -3.0196
H 1.8852 3.6194 -3.4454
O 2.3498 -2.3449 3.4402
H -0.5522 1.7851 -1.3537
H 2.4412 -2.1296 4.3702
O -0.7173 1.7267 2.0144
H -1.9312 0.0930 -1.0789
H -0.4859 1.5124 1.1116

=====

Stability, descending: A, B

=====

## A
20
Properties=species:S:1:pos:R:3 method="wB97M-V/def2-TZVPD" lumo_ev=-4.20 e_homo_ha=-0.320
O 1.5762 -0.1682 0.2115
C 1.4337 0.9679 1.0080
C 0.0427 1.1373 1.5425
C -1.0482 1.7291 0.7820
O -1.7854 0.8182 -0.0784
H 2.1042 0.8285 1.8535
H -0.1894 0.6942 2.5163
H 1.7206 1.9266 0.5493
H -1.8311 2.1799 1.4005
H -0.6818 2.5221 0.1196
H -1.5856 -0.1060 0.1994
H 1.0329 -0.7531 -3.0397
H -0.2815 -1.1970 -2.0514
O 0.6921 -0.5815 -2.1684
H -1.7461 -2.3920 -1.9208
H 0.9403 -1.7800 0.6621
O -1.2228 -1.7192 -1.4904
H 1.1069 -0.0891 -0.6863
H -0.3202 -1.9880 -0.1870
O 0.0425 -2.0298 0.7777

=====

## B
20
Properties=species:S:1:pos:R:3 method="wB97M-V/def2-TZVPD" lumo_ev=0.58 smiles="CCC(=O)O.O.O.O" e_homo_ha=-0.384
C 0.3350 -2.6048 0.0753
C 0.9247 -1.8069 -1.0936
C 0.4656 -0.3734 -0.8473
O -0.6739 -0.0151 -1.1383
O 1.4319 0.3467 -0.3612
H -0.7330 -2.7593 0.0077
H 0.7445 -3.6050 0.1659
H 0.6354 -2.1600 1.0335
H 0.6759 -2.1046 -2.1081
H 2.0225 -1.7495 -1.0111
H 0.9704 1.2887 0.1624
O 0.2249 2.1878 0.7860
H -0.4800 2.1997 0.0479
H -0.1064 1.4893 1.3903
O -2.0941 2.0502 -0.3229
H -1.9978 2.5575 -1.1442
H -1.7033 1.1770 -0.5860
O -0.0900 -0.2684 2.2276
H -0.9071 -0.7305 2.4392
H 0.3094 -0.6996 1.4537

=====

Stability, descending: B, A